1.
{"formula": "C25H25N3O3S", "method": "the ωB97M-V functional and the def2-TZVPD basis", "smiles": "COc1ccc(S(=O)(=O)N2CCC(c3cc(-c4cccc5ccccc45)n[nH]3)CC2)cc1", "e_above_lowest_kj_mol": 182.27, "e_homo_ev": -7.5951, "e_tot_ev": -47778.510, "lumo_ev": 0.48, "homo_lumo_gap_ev": 8.07, "species": ["C", "H", "O", "C", "C", "C", "C", "C", "C", "H", "H", "S", "O", "O", "N", "C", "C", "H", "H", "C", "C", "C", "C", "N", "N", "H", "C", "C", "C", "C", "C", "C", "C", "C", "C", "C", "H", "H", "H", "H", "H", "H", "H", "H", "C", "C", "H", "H", "H", "H", "H", "H", "H", "H", "H", "H", "H"], "coordinates": [[6.50594, 3.87690, -3.28596], [7.08353, 3.05195, -2.85819], [5.23551, 3.98510, -2.68385], [4.36527, 2.95665, -2.79646], [4.63017, 1.75726, -3.45873], [3.65962, 0.77226, -3.50879], [2.43541, 0.97764, -2.90651], [2.15716, 2.16253, -2.24728], [3.11768, 3.14892, -2.19120], [2.93255, 4.08450, -1.68857], [1.18635, 2.29737, -1.79757], [1.23178, -0.33149, -2.97768], [0.00021, 0.14078, -2.38583], [1.16421, -0.87050, -4.30159], [1.97182, -1.47896, -2.00092], [1.53632, -2.83910, -2.25246], [0.21477, -3.14264, -1.54911], [-0.55045, -2.49970, -1.98707], [-0.07077, -4.17663, -1.74589], [0.31390, -2.89422, -0.02690], [-0.82545, -2.07916, 0.49658], [-1.58157, -2.26843, 1.63233], [-2.47902, -1.17747, 1.67603], [-2.26855, -0.39010, 0.62654], [-1.28124, -0.93819, -0.07031], [-0.96848, -0.49300, -0.92889], [-3.50040, -0.94313, 2.69037], [-4.05027, -2.03651, 3.32548], [-5.02321, -1.89493, 4.31976], [-5.45175, -0.65166, 4.69006], [-4.92018, 0.49871, 4.07238], [-5.35310, 1.78902, 4.44516], [-4.83726, 2.90333, 3.84759], [-3.86033, 2.77195, 2.85017], [-3.42008, 1.53585, 2.46536], [-3.93557, 0.36368, 3.05609], [-2.68160, 1.43310, 1.68709], [-3.45613, 3.65967, 2.38505], [-5.17506, 3.88764, 4.13935], [-6.10459, 1.87640, 5.21783], [-6.20477, -0.53110, 5.45618], [-5.43321, -2.77853, 4.78792], [-3.73932, -3.03039, 3.03907], [-1.48446, -3.06346, 2.34309], [1.65871, -2.23299, 0.33605], [2.00446, -1.08023, -0.59964], [1.29834, -0.25751, -0.44967], [3.01078, -0.70511, -0.37454], [1.61180, -1.85460, 1.35865], [2.45212, -2.98073, 0.29390], [0.27683, -3.85334, 0.50057], [1.42042, -2.92320, -3.33345], [2.32657, -3.52323, -1.93116], [3.83695, -0.15947, -4.02120], [5.58095, 1.58500, -3.93671], [7.01070, 4.81769, -3.07341], [6.42599, 3.74578, -4.36906]], "mulliken_charge": [-0.83, 0.34, -0.43, 0.88, -0.38, -0.87, -0.31, -0.09, -0.77, 0.44, 0.53, 1.34, -0.84, -0.77, 0.13, -1.07, -0.82, 0.37, 0.38, 0.55, -0.40, -0.95, 0.69, -1.33, 0.67, 0.50, 0.80, -0.81, -0.74, -0.85, 1.16, -0.79, -0.53, -0.70, -0.85, 0.46, 0.59, 0.39, 0.39, 0.36, 0.38, 0.38, 0.43, 0.42, -1.40, -0.62, 0.50, 0.34, 0.52, 0.39, 0.52, 0.55, 0.38, 0.42, 0.40, 0.24, 0.34]}


2.
{"formula": "C25H25N3O4", "method": "the ωB97M-V functional and the def2-TZVPD basis", "smiles": "O=C(C(=O)N1CCCc2ccccc21)c1cn(CC(=O)N2CCOCC2)c2ccccc12", "e_above_lowest_kj_mol": 184.44, "e_homo_ev": -8.4462, "e_tot_ev": -38992.088, "lumo_ev": 0.26, "homo_lumo_gap_ev": 8.70, "species": ["O", "C", "C", "C", "N", "C", "C", "C", "C", "C", "C", "H", "H", "H", "H", "C", "H", "H", "C", "O", "N", "C", "H", "H", "C", "O", "C", "H", "C", "H", "H", "H", "H", "H", "H", "C", "O", "N", "C", "C", "C", "C", "C", "C", "C", "C", "C", "H", "H", "H", "H", "H", "H", "H", "H", "H", "H"], "coordinates": [[-0.45450, -2.85755, -0.90202], [-0.22214, -1.81138, -0.32065], [1.06152, -1.43429, 0.21865], [1.34859, -0.27883, 0.91936], [2.66936, -0.19607, 1.17845], [3.29677, -1.31161, 0.66759], [4.63518, -1.68016, 0.68254], [4.97321, -2.87235, 0.07512], [4.00954, -3.67859, -0.53313], [2.67894, -3.31871, -0.55117], [2.31389, -2.12230, 0.05698], [1.92898, -3.93575, -1.01899], [4.31947, -4.60340, -0.99594], [6.00532, -3.18925, 0.07108], [5.38807, -1.06672, 1.15534], [3.29340, 0.93489, 1.81369], [3.23182, 0.84794, 2.90520], [4.34711, 0.98512, 1.52870], [2.56589, 2.23670, 1.43632], [2.01501, 2.89878, 2.29470], [2.56017, 2.57698, 0.13545], [3.21510, 1.90983, -0.96950], [3.73828, 1.01065, -0.65503], [3.94041, 2.60849, -1.40715], [2.17022, 1.55789, -2.04120], [1.49875, 2.71469, -2.47267], [0.80699, 3.30356, -1.39201], [0.28566, 4.17250, -1.79514], [1.79065, 3.73161, -0.29789], [1.26659, 4.13634, 0.56793], [2.47772, 4.48599, -0.69776], [0.07722, 2.58885, -0.98877], [2.65919, 1.13188, -2.91872], [1.44788, 0.83565, -1.63489], [0.68015, 0.49309, 1.24938], [-1.25431, -0.68022, -0.23185], [-0.93125, 0.41234, -0.67679], [-2.45523, -0.95395, 0.31959], [-3.50688, -0.00407, 0.32614], [-3.24773, 1.34155, 0.56767], [-4.27664, 2.26317, 0.57183], [-5.57830, 1.84916, 0.34735], [-5.83878, 0.50994, 0.12954], [-4.81938, -0.43381, 0.11528], [-5.17189, -1.88322, -0.09377], [-3.93947, -2.76838, -0.24691], [-2.86813, -2.28411, 0.72467], [-3.27936, -2.22111, 1.73878], [-2.01555, -2.95879, 0.73213], [-4.18805, -3.81101, -0.04853], [-3.53897, -2.70135, -1.25975], [-5.81854, -1.97661, -0.96898], [-5.75420, -2.21658, 0.77217], [-6.85399, 0.17830, -0.03710], [-6.38678, 2.56455, 0.34745], [-4.05978, 3.30412, 0.75725], [-2.23720, 1.66559, 0.74996]], "mulliken_charge": [-0.69, 0.13, 0.24, -0.85, 0.18, -0.13, -0.63, -0.66, -0.68, -0.41, 0.18, 0.58, 0.41, 0.40, 0.40, -0.72, 0.25, 0.42, 0.82, -0.69, 0.03, -0.56, 0.33, 0.36, -0.10, -0.44, -0.03, 0.38, -0.87, 0.45, 0.28, -0.03, 0.38, -0.06, 0.76, 0.97, -0.56, 0.20, 0.31, -0.54, -0.74, -0.61, -0.75, 0.93, -0.95, -0.81, -0.77, 0.40, 0.38, 0.40, 0.31, 0.46, 0.37, 0.42, 0.38, 0.42, 0.34]}


3.
{"formula": "C25H25N5O2PSSr", "method": "the ωB97M-V functional and the def2-TZVPD basis", "e_above_lowest_kj_mol": 0.19, "e_homo_ev": -4.9478, "e_tot_ev": -58841.803, "lumo_ev": 2.68, "homo_lumo_gap_ev": 7.63, "total_charge": -1, "species": ["Sr", "C", "C", "N", "C", "S", "N", "N", "C", "C", "C", "C", "C", "C", "C", "N", "H", "H", "H", "H", "H", "H", "H", "H", "H", "H", "H", "H", "H", "O", "C", "O", "C", "P", "C", "C", "C", "C", "C", "C", "C", "C", "C", "C", "C", "C", "H", "H", "H", "H", "H", "H", "H", "H", "H", "H", "H", "H", "N", "C"], "coordinates": [[0.51325, -0.61250, -0.43938], [0.70839, -3.57144, 5.32223], [-0.21515, -4.02023, 4.19482], [0.46188, -4.20566, 2.93214], [0.84229, -3.21549, 2.07146], [0.24092, -1.61903, 2.35334], [1.63741, -3.66157, 1.11622], [2.03309, -2.73275, 0.20664], [2.87115, -3.12380, -0.68718], [3.38491, -4.52901, -0.79964], [3.37591, -2.10850, -1.64598], [4.37482, -2.42636, -2.56311], [4.85190, -1.44217, -3.41401], [4.32981, -0.16534, -3.33117], [3.32892, 0.07432, -2.39899], [2.86512, -0.86995, -1.58541], [0.15004, -3.45084, 6.25353], [1.16422, -2.61567, 5.06501], [1.50231, -4.30240, 5.48977], [-1.00550, -3.28462, 4.05169], [-0.69013, -4.97074, 4.45020], [0.92291, -5.08443, 2.75728], [2.87109, -5.15823, -0.08171], [4.45981, -4.57222, -0.60420], [3.21159, -4.91363, -1.80701], [4.77264, -3.42877, -2.61289], [5.62620, -1.67746, -4.13410], [4.67170, 0.63573, -3.97139], [2.88171, 1.05867, -2.29501], [1.93793, 3.23499, -2.07944], [1.08612, 2.81300, -1.30033], [1.08275, 1.67431, -0.72382], [-0.12172, 3.71344, -0.98886], [-1.04511, 3.18328, 0.51819], [-2.47327, 4.34291, 0.37693], [-2.23360, 5.68513, 0.68346], [-3.24484, 6.62928, 0.61463], [-4.53133, 6.24574, 0.25646], [-4.78841, 4.91512, -0.03302], [-3.76831, 3.97248, 0.02330], [-1.83348, 1.60895, -0.00110], [-2.16624, 0.70420, 1.00324], [-2.71881, -0.53750, 0.69270], [-2.93017, -0.88974, -0.62965], [-2.60469, 0.00681, -1.64571], [-2.07123, 1.24589, -1.33136], [-0.76436, 3.75414, -1.87174], [0.23197, 4.73250, -0.82553], [-1.23774, 5.99282, 0.98496], [-3.03178, 7.66500, 0.84947], [-5.32644, 6.97926, 0.20898], [-5.78837, 4.60339, -0.30937], [-3.98820, 2.93889, -0.21200], [-1.94876, 0.95164, 2.03614], [-2.92571, -1.24201, 1.48682], [-3.29910, -1.87422, -0.88422], [-2.71639, -0.29203, -2.67868], [-1.79397, 1.91759, -2.13388], [-0.81355, -2.61584, -3.43740], [-0.31640, -2.06532, -2.54234]], "mulliken_charge": [1.59, -0.95, -0.64, -0.18, 0.16, -0.44, -1.02, 0.51, 0.55, -1.49, 0.26, -0.56, -0.53, -0.71, -0.06, 0.03, 0.37, 0.23, 0.29, 0.28, 0.38, 0.28, 0.39, 0.31, 0.34, 0.34, 0.39, 0.44, 0.29, -0.73, 0.31, -0.62, -0.94, -0.38, 0.61, -0.48, -0.58, -0.41, -0.68, -0.23, 0.77, -0.72, -0.44, -0.40, -0.75, 0.43, 0.34, 0.50, 0.35, 0.36, 0.36, 0.37, 0.34, 0.34, 0.33, 0.30, 0.39, 0.24, -0.70, -0.09]}